# 1
{"formula": "C30H41As3AuNO4S2", "method": "wB97M-V/def2-TZVPD", "elements": ["Au", "C", "As", "C", "C", "C", "C", "C", "As", "C", "C", "C", "As", "C", "C", "H", "H", "H", "H", "H", "H", "H", "H", "H", "H", "H", "H", "H", "H", "H", "H", "H", "H", "H", "H", "H", "H", "H", "H", "H", "H", "H", "O", "S", "O", "N", "C", "O", "C", "C", "C", "C", "C", "C", "H", "H", "H", "H", "O", "S", "C", "C", "C", "C", "C", "C", "C", "C", "C", "C", "C", "C", "H", "H", "H", "H", "H", "H", "H", "H", "H", "H"], "coordinates": [[0.475841, -1.092194, 0.077847], [-1.348587, -4.059705, 1.432827], [-1.131316, -2.134906, 1.481433], [-0.756507, -1.821158, 3.349428], [-3.003883, -1.578010, 1.326960], [-3.362656, -0.212980, 0.696459], [-2.445587, 0.877707, 1.255037], [-3.317714, -0.321448, -0.846299], [-1.590531, -0.064840, -1.791589], [-1.754532, -1.595608, -3.004903], [-2.170490, 1.298430, -3.065872], [-4.834797, 0.029536, 1.106687], [-5.853786, 1.717090, 0.867042], [-5.062072, 2.630621, -0.678692], [-5.029206, 2.833439, 2.255419], [-2.080277, -4.365986, 2.180091], [-0.392335, -4.535047, 1.641635], [-1.686724, -4.361153, 0.443117], [-1.603463, -2.157386, 3.946971], [-0.563347, -0.761785, 3.521392], [0.133790, -2.387515, 3.619057], [-3.364163, -1.619567, 2.357819], [-3.507178, -2.378457, 0.780195], [-1.388779, 0.650448, 1.091946], [-2.594088, 1.002413, 2.330319], [-2.634383, 1.838776, 0.778773], [-4.001735, 0.403956, -1.280300], [-3.691999, -1.304211, -1.144723], [-2.720886, -1.603936, -3.511222], [-1.635691, -2.517156, -2.433306], [-0.953610, -1.541136, -3.742274], [-3.138339, 1.035368, -3.493831], [-1.422945, 1.361788, -3.855710], [-2.236470, 2.267007, -2.572111], [-4.943957, -0.133443, 2.184634], [-5.457429, -0.732428, 0.628282], [-5.403721, 2.178299, -1.608689], [-3.974684, 2.657507, -0.664319], [-5.437691, 3.654028, -0.642492], [-4.968559, 2.271136, 3.187157], [-5.675312, 3.694968, 2.419953], [-4.034081, 3.179752, 1.985656], [2.865773, 1.246380, 3.920235], [1.575073, 1.539067, 3.354786], [0.420765, 1.355959, 4.202312], [1.365076, 0.780028, 1.938772], [1.263635, 1.635026, 0.920018], [1.066991, 1.283576, -0.257587], [1.392313, 3.074462, 1.322533], [1.345322, 4.199238, 0.521494], [1.478122, 5.439593, 1.136156], [1.653725, 5.538188, 2.515916], [1.704264, 4.402915, 3.317261], [1.567683, 3.182419, 2.686342], [1.210150, 4.098690, -0.547682], [1.445461, 6.341896, 0.539369], [1.754240, 6.514950, 2.971456], [1.843911, 4.473534, 4.387666], [1.815886, -0.534604, -3.220883], [2.124768, -1.766708, -2.442834], [3.492960, -2.575602, -3.279125], [3.747662, -3.918247, -3.051463], [4.828445, -4.515645, -3.685801], [5.624072, -3.771570, -4.546685], [5.338103, -2.432405, -4.783523], [4.263414, -1.824562, -4.150699], [2.994276, -1.276331, -0.954174], [2.990260, -2.141849, 0.135898], [3.633898, -1.751649, 1.306573], [4.248769, -0.513577, 1.373452], [4.243693, 0.340773, 0.271613], [3.612422, -0.032257, -0.899962], [3.110788, -4.493172, -2.388861], [5.042699, -5.562756, -3.515753], [6.463892, -4.239674, -5.043534], [5.952898, -1.859677, -5.465868], [4.006154, -0.788524, -4.331569], [2.501658, -3.107439, 0.068158], [3.624724, -2.402495, 2.170660], [4.707905, -0.191183, 2.298809], [4.704712, 1.317489, 0.346377], [3.537318, 0.633525, -1.749661]], "forces_ev_per_angstrom": [[-0.069, 0.599, -0.092], [-0.034, -0.009, 0.024], [-0.028, -0.094, 0.046], [0.009, 0.018, -0.007], [0.061, -0.024, -0.019], [-0.012, -0.053, -0.010], [-0.010, -0.001, -0.007], [0.052, -0.007, 0.085], [0.219, -0.349, 0.069], [-0.014, 0.013, 0.000], [0.077, 0.095, -0.007], [0.041, 0.009, -0.023], [-0.069, -0.023, 0.016], [0.004, 0.020, -0.031], [0.031, -0.002, 0.009], [-0.005, -0.033, -0.006], [0.010, -0.005, 0.012], [0.000, -0.004, -0.009], [0.006, -0.014, 0.039], [-0.007, -0.022, -0.021], [0.023, 0.032, 0.022], [-0.024, 0.022, 0.010], [-0.050, -0.011, 0.012], [-0.061, -0.004, 0.001], [-0.013, -0.011, 0.008], [-0.037, 0.038, -0.008], [-0.024, 0.076, 0.000], [-0.044, -0.003, 0.012], [0.004, -0.003, -0.002], [-0.001, 0.001, -0.002], [0.001, 0.009, 0.007], [-0.003, 0.000, -0.010], [-0.008, 0.015, -0.006], [-0.012, -0.001, 0.000], [0.012, -0.001, 0.005], [0.020, -0.024, -0.002], [0.003, 0.006, -0.005], [0.019, 0.009, 0.006], [0.003, -0.002, -0.025], [-0.016, 0.004, 0.000], [0.013, 0.011, 0.003], [0.028, -0.001, 0.004], [0.035, -0.040, 0.077], [-0.110, 0.011, -0.194], [0.052, -0.042, 0.047], [-0.100, 0.039, 0.033], [0.012, -0.101, 0.062], [-0.035, -0.060, 0.062], [0.009, -0.119, 0.003], [0.005, 0.077, 0.005], [-0.001, -0.042, 0.033], [0.005, 0.021, -0.032], [-0.015, -0.031, -0.061], [0.039, 0.168, 0.105], [-0.005, 0.007, 0.007], [0.001, 0.003, 0.004], [0.001, 0.004, -0.012], [-0.005, -0.006, -0.005], [0.130, -0.167, 0.120], [-0.270, -0.114, -0.357], [0.048, 0.151, 0.029], [0.039, 0.006, 0.013], [-0.027, 0.012, -0.002], [-0.023, 0.020, 0.005], [-0.005, 0.006, -0.009], [0.085, -0.087, -0.050], [-0.126, 0.099, -0.171], [-0.069, -0.048, 0.086], [0.096, 0.080, 0.050], [0.051, -0.069, 0.018], [-0.030, -0.027, -0.048], [0.072, 0.019, 0.109], [0.006, 0.016, 0.006], [-0.001, 0.007, 0.000], [-0.004, 0.002, 0.001], [0.002, -0.009, 0.001], [-0.010, -0.005, 0.023], [0.074, -0.040, -0.042], [0.003, 0.004, 0.002], [-0.034, -0.001, -0.015], [0.008, -0.010, 0.006], [0.002, -0.011, -0.007]], "gap_ev": 8.148}

***

# 2
{"formula": "C50H59FN6O2Sn", "method": "wB97M-V/def2-TZVPD", "elements": ["Sn", "C", "C", "C", "C", "C", "C", "C", "N", "C", "C", "C", "C", "C", "C", "O", "C", "C", "C", "C", "C", "C", "C", "C", "C", "O", "C", "C", "C", "C", "C", "C", "H", "H", "H", "H", "H", "H", "H", "H", "H", "H", "H", "H", "H", "H", "H", "H", "H", "H", "H", "H", "H", "H", "H", "H", "H", "H", "H", "H", "H", "H", "H", "H", "H", "H", "H", "H", "H", "H", "H", "H", "C", "N", "C", "C", "N", "C", "C", "C", "C", "C", "C", "N", "C", "N", "C", "C", "C", "C", "C", "C", "N", "H", "H", "H", "H", "H", "H", "H", "H", "H", "H", "H", "H", "H", "H", "H", "F", "C", "C", "C", "C", "C", "C", "H", "H", "H", "H"], "coordinates": [[-0.250845, -0.501865, -0.336114], [3.385183, 6.004737, -2.904142], [2.589683, 5.240458, -3.971179], [1.310397, 6.030422, -4.304535], [3.453053, 5.143377, -5.234454], [2.137313, 3.884637, -3.466373], [1.676604, 3.718937, -2.197553], [1.164998, 2.465162, -1.757482], [0.505096, 2.228182, -0.656575], [0.086920, 3.204116, 0.205160], [-0.383466, 4.459093, -0.212665], [-0.796876, 5.390709, 0.715656], [-0.626278, 5.072455, 2.063576], [-0.147105, 3.853172, 2.544410], [0.088831, 2.864068, 1.581774], [0.446616, 1.546784, 1.854602], [0.124751, 3.733359, 4.048931], [1.417065, 2.949148, 4.312353], [-1.064996, 3.093291, 4.791118], [0.346502, 5.128378, 4.658435], [-1.357461, 6.752443, 0.348946], [-2.761102, 6.886767, 0.954491], [-1.442298, 6.969209, -1.163085], [-0.424285, 7.827574, 0.927342], [1.408868, 1.266129, -2.597530], [1.268713, 0.126077, -2.105894], [1.773617, 1.490189, -3.972788], [2.094593, 2.757829, -4.355295], [1.810737, 0.298912, -4.918475], [0.419391, -0.352215, -4.944192], [2.182576, 0.702469, -6.347336], [2.864185, -0.696227, -4.406577], [3.732923, 6.947430, -3.319949], [2.782761, 6.240056, -2.030846], [4.253577, 5.432104, -2.587060], [1.578702, 6.990349, -4.737544], [0.690952, 5.488647, -5.016150], [0.721453, 6.208177, -3.407645], [3.887506, 6.117024, -5.446064], [4.269878, 4.437669, -5.101958], [2.865144, 4.858014, -6.103188], [1.685933, 4.528526, -1.487055], [-0.489868, 4.637463, -1.269282], [-0.896090, 5.822420, 2.783715], [1.427393, 1.975584, 3.840405], [2.275425, 3.511196, 3.949623], [1.532240, 2.799036, 5.383134], [-0.989315, 2.010732, 4.828073], [-1.083607, 3.450636, 5.817659], [-2.006357, 3.369909, 4.319854], [1.061176, 5.707390, 4.076667], [-0.584803, 5.679873, 4.747539], [0.741670, 5.010707, 5.663819], [-3.420610, 6.113369, 0.565251], [-2.736345, 6.803454, 2.037388], [-3.181389, 7.856084, 0.702252], [-2.107206, 6.253494, -1.640681], [-1.830084, 7.965000, -1.360112], [-0.456475, 6.906936, -1.618975], [-0.388009, 7.794457, 2.011582], [0.586694, 7.699394, 0.545218], [-0.772867, 8.814717, 0.638041], [2.380559, 2.932740, -5.377210], [-0.290995, 0.293166, -5.455892], [0.453406, -1.306507, -5.464650], [0.049586, -0.537896, -3.939106], [1.481783, 1.429354, -6.753638], [3.187866, 1.116282, -6.386072], [2.151184, -0.179676, -6.983420], [2.531313, -1.166117, -3.486076], [3.039574, -1.465040, -5.154055], [3.800642, -0.175045, -4.218381], [1.369224, -3.035635, 1.589159], [1.748691, -2.186054, 0.457265], [2.200790, -2.918312, -0.724523], [1.121375, -3.095155, -1.741306], [-0.040353, -2.481922, -1.728992], [-0.687059, -2.849002, -2.894001], [-1.926391, -2.475964, -3.403864], [-2.268504, -2.955584, -4.651099], [-1.407237, -3.778984, -5.383593], [-0.180801, -4.170698, -4.885348], [0.160054, -3.703207, -3.624615], [1.289176, -3.847165, -2.846627], [-0.110767, -3.110780, 1.776504], [-0.959392, -2.294150, 1.200286], [-2.209513, -2.636029, 1.667661], [-3.454483, -2.091850, 1.379608], [-4.538605, -2.604600, 2.058383], [-4.396285, -3.638987, 2.988294], [-3.171301, -4.215679, 3.254969], [-2.074566, -3.695351, 2.583450], [-0.722233, -3.973857, 2.614227], [1.768378, -4.053641, 1.479955], [1.789504, -2.625941, 2.513752], [2.508748, -1.582187, 0.752530], [2.996204, -2.342421, -1.208148], [2.618388, -3.901609, -0.461353], [-2.577525, -1.824335, -2.835698], [-3.219398, -2.685038, -5.081350], [-1.710019, -4.120050, -6.361593], [0.479465, -4.806061, -5.453655], [2.093039, -4.408127, -3.077883], [-3.548092, -1.296453, 0.650593], [-5.521904, -2.199405, 1.879508], [-5.269886, -3.991080, 3.513004], [-3.077522, -5.022309, 3.962345], [-0.281219, -4.687891, 3.174003], [-2.876276, -1.487377, 4.960742], [-2.073947, -0.732053, 4.198553], [-0.707067, -0.952785, 4.236694], [0.119302, -0.182984, 3.441228], [-0.419816, 0.814795, 2.633914], [-1.798263, 1.008621, 2.588904], [-2.630679, 0.231779, 3.374569], [-0.298900, -1.696877, 4.902613], [1.189565, -0.323795, 3.471526], [-2.201920, 1.802300, 1.972979], [-3.698349, 0.380311, 3.375652]], "forces_ev_per_angstrom": [[0.025, -0.829, -0.216], [-0.092, -0.170, -0.096], [-0.008, 0.364, -0.045], [0.174, -0.065, 0.017], [-0.101, -0.030, 0.178], [-0.241, 0.379, 1.143], [0.468, 0.764, -0.783], [-0.606, -0.306, 1.165], [0.786, -0.677, -1.318], [-0.337, 0.518, 0.973], [-0.063, -0.233, 0.158], [0.086, -0.099, 0.068], [-0.024, -0.289, -0.282], [0.010, -0.011, 0.022], [0.122, 0.406, -0.702], [0.303, 0.221, 0.044], [0.055, -0.116, 0.187], [-0.080, 0.054, -0.042], [0.163, 0.028, 0.017], [-0.048, -0.166, -0.082], [-0.025, 0.182, -0.035], [0.162, 0.008, -0.115], [0.017, -0.076, 0.267], [-0.127, -0.064, -0.099], [-0.047, -0.184, 0.297], [-0.087, -0.090, 0.220], [0.120, 0.061, -0.705], [-0.235, -0.869, 0.144], [-0.082, -0.111, -0.063], [0.084, 0.103, 0.077], [-0.047, -0.019, 0.306], [-0.096, 0.070, -0.056], [0.009, 0.071, -0.019], [-0.054, 0.017, 0.128], [0.120, -0.032, 0.070], [-0.016, 0.131, -0.079], [-0.084, -0.019, -0.125], [-0.060, 0.016, 0.082], [0.009, 0.064, -0.039], [0.141, -0.087, -0.046], [-0.007, -0.078, -0.139], [0.044, 0.106, -0.006], [-0.003, 0.071, -0.121], [0.036, 0.111, 0.108], [0.045, -0.055, 0.018], [0.126, 0.034, -0.019], [0.045, 0.041, 0.124], [-0.066, -0.059, 0.003], [0.002, 0.029, 0.122], [-0.122, 0.004, 0.047], [0.044, 0.100, -0.013], [-0.081, 0.156, 0.023], [0.039, -0.032, 0.099], [-0.097, -0.057, -0.028], [-0.037, -0.001, 0.137], [-0.081, 0.131, -0.017], [-0.068, -0.117, -0.097], [-0.052, 0.087, -0.033], [0.110, -0.016, -0.109], [0.031, 0.003, 0.163], [0.123, 0.010, -0.020], [-0.057, 0.150, -0.025], [0.037, -0.063, -0.163], [-0.094, 0.053, -0.089], [0.007, -0.094, -0.127], [-0.009, -0.032, -0.076], [-0.050, 0.075, -0.063], [0.129, 0.043, -0.105], [0.026, -0.036, -0.048], [0.052, -0.081, 0.042], [0.035, -0.117, -0.110], [0.177, -0.053, 0.002], [-0.144, -0.257, 0.410], [-0.111, 0.598, -0.042], [0.189, -0.085, -0.370], [-0.070, 0.039, 0.039], [0.393, 0.421, 0.718], [0.134, -0.400, -0.662], [0.100, 0.006, 0.122], [-0.092, 0.138, 0.096], [0.125, -0.104, 0.031], [0.013, -0.084, 0.018], [-0.713, 0.412, -0.032], [0.125, -0.071, 0.106], [-0.176, 0.263, -0.247], [0.759, -0.019, -0.341], [-0.247, -0.495, 0.427], [0.017, -0.067, -0.103], [-0.005, 0.163, -0.138], [0.120, -0.138, 0.061], [-0.015, -0.055, 0.048], [-0.526, 0.524, -0.385], [0.209, -0.174, 0.099], [0.034, 0.195, -0.011], [0.078, 0.000, -0.131], [-0.083, -0.037, -0.005], [0.013, -0.036, 0.088], [-0.019, 0.211, -0.010], [-0.106, -0.007, -0.062], [-0.107, 0.035, -0.034], [-0.030, -0.026, -0.064], [0.063, -0.095, -0.075], [0.039, 0.022, 0.065], [-0.109, 0.042, 0.058], [-0.104, 0.040, -0.046], [-0.078, -0.086, 0.029], [0.011, -0.117, 0.132], [0.016, 0.064, -0.071], [0.045, 0.099, -0.007], [0.086, 0.072, -0.117], [-0.286, 0.005, 0.096], [0.025, 0.367, -0.248], [-0.449, -0.453, 0.271], [0.249, -0.008, -0.161], [0.112, -0.064, 0.265], [-0.008, -0.108, 0.084], [0.141, 0.070, 0.031], [-0.075, -0.021, -0.010], [-0.124, -0.008, -0.015]], "gap_ev": 6.107, "total_charge": 2}

***

The evaluated LUMO for the records listed, in turn: 0.01366 -0.24567 Eh.
The evaluated ΔE to the lowest compared entry with this formula, charge and spin for the records listed, in turn: 0.000 0.290 eV.